The following is a quantum chemistry calculation of a cluster of 12 separate species, C5H32NO13 in total in a non-equilibrium geometry, from the OMol25 dataset.

Each atom is followed by the atoms it is bonded to, with distances in Å.
Cartesian coordinates (Å):
1 C -1.13 -0.10 1.34  C2 1.528, H9 1.151, H10 1.065, H11 1.131
2 C -0.09 0.08 0.23  C1 1.528, C3 1.543, N6 1.484, H12 1.137
3 C 0.88 -1.11 0.14  C2 1.543, C4 1.503, H13 1.135, H14 1.115
4 C 0.25 -2.25 -0.61  C3 1.503, O5 1.233, H15 1.095
5 O 0.24 -3.39 -0.13  C4 1.233
6 N 0.62 1.38 0.37  C2 1.484, C7 1.455, H16 1.034
7 C 1.31 1.66 1.62  N6 1.455, O8 1.420, H17 1.066, H18 1.134
8 O 2.44 0.83 1.83  C7 1.420, H25 0.955
9 H -0.65 -0.35 2.36  C1 1.151
10 H -1.67 0.79 1.54  C1 1.065
11 H -1.89 -0.89 1.07  C1 1.131
12 H -0.65 0.14 -0.76  C2 1.137
13 H 1.23 -1.42 1.18  C3 1.135
14 H 1.79 -0.80 -0.43  C3 1.115
15 H -0.20 -2.02 -1.58  C4 1.095
16 H 1.24 1.55 -0.44  N6 1.034
17 H 0.69 1.46 2.47  C7 1.066
18 H 1.64 2.75 1.60  C7 1.134
19 H -1.02 2.56 0.03  O21 0.967
20 H -2.35 2.24 -0.74  O21 0.976
21 O -1.71 2.95 -0.53  H19 0.967, H20 0.976
22 H -2.81 -2.11 -1.38  O24 0.969
23 H -2.97 -2.45 0.14  O24 0.989
24 O -3.28 -1.84 -0.58  H22 0.969, H23 0.989
25 H 2.90 0.63 1.02  O8 0.955
26 H 4.33 1.14 -0.57  O27 0.943
27 O 3.66 0.47 -0.51  H26 0.943, H41 1.045
28 H -0.71 -0.10 -3.20  O30 1.002
29 H -1.20 1.33 -3.26  O30 1.004
30 O -1.56 0.39 -3.36  H28 1.002, H29 1.004
31 H -2.60 0.62 -1.99  O33 0.952
32 H -3.24 -0.11 -0.85  O33 0.954
33 O -3.13 0.76 -1.21  H31 0.952, H32 0.954
34 H 0.36 -0.50 4.49  O36 0.983
35 H -1.21 -0.72 4.55  O36 0.988
36 O -0.45 -0.25 4.98  H34 0.983, H35 0.988
37 H 0.51 2.21 -2.45  O39 0.957
38 H -0.75 2.89 -2.00  O39 0.939
39 O -0.27 2.67 -2.77  H37 0.957, H38 0.939
40 H 2.43 1.65 -2.79  O42 0.891
41 H 2.94 0.76 -1.20  O27 1.045
42 O 1.95 1.26 -2.15  H40 0.891
43 H -1.44 -2.87 1.77  O45 0.969
44 H -1.42 -3.95 0.71  O45 0.982
45 O -2.05 -3.42 1.25  H43 0.969, H44 0.982
46 H 2.34 -1.34 3.90  O48 0.946
47 H 1.84 -0.40 2.79  O48 0.997
48 O 1.56 -1.11 3.43  H46 0.946, H47 0.997
49 H 1.28 0.08 -2.54  O51 1.085
50 H 1.22 -0.93 -3.79  O51 0.926
51 O 0.80 -0.80 -2.98  H49 1.085, H50 0.926

Output
* LUMO energy: 2.727 eV
* total charge: -1
* electronic energy: -33815.5001 eV
* molar mass: 314.31 g mol⁻¹
* orbital gap: 9.096 eV

Löwdin population analysis, charges in e, atoms 1 to 6: C -0.04; C -0.35; C -0.10; C -0.21; O -0.01; N -0.02